Entry 1:
The following is a quantum chemistry calculation of C5H10FeO3 as an isolated structure, from the Open Molecules 2025 dataset.

Structure (ORCA input):
```
! wB97M-V def2-TZVPD RIJCOSX def2/J DEFGRID3
* xyz 0 5
O -0.86059 -0.52308 -2.46505
C -0.98434 0.85951 -2.56303
C -0.21064 1.58114 -1.46271
O -0.65353 1.05359 -0.20807
C 0.33420 0.98814 0.85770
C 0.88682 -0.41047 0.86404
O -0.20328 -1.23021 1.47849
C 0.27469 -2.34851 2.18329
Fe -0.41859 -1.02527 -0.66555
H -2.04701 1.17504 -2.49896
H -0.60203 1.24081 -3.53050
H -0.37022 2.67080 -1.49125
H -0.17611 1.30901 1.78077
H 1.14540 1.70295 0.65600
H 1.79291 -0.49014 1.47828
H 0.55220 -2.06281 3.21115
H -0.52274 -3.10099 2.21647
H 1.16298 -2.78285 1.69125
H 0.89987 1.39334 -1.53232
*
```

Calculated values
DFT total energy   -45873.4793 eV
Kohn-Sham gap (alpha / beta)   0.291 / 0.301 Eh
HOMO energy (alpha / beta)   -7.568 / -8.366 eV
ΔE to the lowest compared entry with this formula, charge and spin   0.0 kcal per mole

Atom charges from the Löwdin analysis, given in e for atoms 1 to 8: atom 1 (O): -0.34, atom 2 (C): -0.35, atom 3 (C): -0.21, atom 4 (O): -0.24, atom 5 (C): -0.23, atom 6 (C): -0.25, atom 7 (O): -0.32, atom 8 (C): -0.13


Entry 2:
The following is a quantum chemistry calculation of a 6-piece molecular cluster, C28H84N12O6P4S2 overall, from the Open Molecules 2025 dataset.

Structure (ORCA input):
```
! wB97M-V def2-TZVPD RIJCOSX def2/J DEFGRID3
* xyz 0 1
O -10.12564 -0.04410 3.12942
P -10.82657 -0.20929 4.39923
N -10.47581 0.96757 5.66771
C -11.15599 0.98284 6.99247
C -9.73099 2.23417 5.46081
N -10.68444 -1.72724 5.20195
C -9.42396 -1.96736 6.01546
C -11.07749 -2.90878 4.49424
N -12.49198 0.01685 4.20144
C -13.63691 -0.56096 4.99630
C -12.93858 1.08005 3.26437
H -12.06451 1.56876 7.13169
H -10.58785 0.91586 7.92028
H -11.70235 0.09195 7.30213
H -10.10000 2.69086 4.54247
H -8.71719 1.87420 5.28552
H -9.78281 2.94610 6.28457
H -9.56051 -2.90977 6.54584
H -8.48198 -2.11081 5.48612
H -9.36449 -1.25986 6.84250
H -12.09479 -2.76743 4.12925
H -10.49478 -3.27272 3.64801
H -11.10301 -3.84226 5.05643
H -14.55761 -0.93692 4.55012
H -13.38837 -1.45242 5.57216
H -13.91928 0.18054 5.74366
H -13.18871 1.95120 3.86987
H -13.82012 0.76775 2.70450
H -12.16709 1.36658 2.54967
O 4.76213 -8.71541 -2.24066
P 3.73456 -9.09341 -1.29059
N 3.35147 -7.93651 -0.10758
C 3.02746 -6.53472 -0.61600
C 3.94306 -7.91524 1.17284
N 4.04739 -10.56666 -0.40738
C 3.09173 -11.20597 0.53989
C 5.26225 -11.27771 -0.76194
N 2.26964 -9.39518 -2.12508
C 0.95577 -9.07639 -1.53094
C 2.20560 -10.22245 -3.30930
H 2.79342 -5.82056 0.17349
H 2.07509 -6.60670 -1.14126
H 3.75432 -5.95972 -1.18972
H 3.37042 -7.34074 1.90095
H 4.98356 -7.59426 1.12349
H 3.98143 -8.96262 1.47220
H 3.43773 -11.22247 1.57339
H 2.17397 -10.61881 0.57211
H 3.06745 -12.24005 0.19612
H 5.62253 -11.78528 0.13286
H 5.00277 -12.02933 -1.50749
H 6.04704 -10.60115 -1.10024
H 0.62809 -9.94714 -0.96303
H 0.92972 -8.15879 -0.94321
H 0.13082 -9.00831 -2.24010
H 1.50987 -11.06141 -3.29429
H 3.22181 -10.48555 -3.60288
H 1.93882 -9.47573 -4.05719
O 9.82731 -1.64392 3.31365
P 9.20513 -0.62363 2.41519
N 9.82132 0.95664 2.50652
C 11.27849 1.05605 2.04916
C 9.47768 1.81070 3.66649
N 7.60633 -0.31415 2.69413
C 6.77515 0.76714 2.14073
C 6.94050 -0.92936 3.85643
N 9.22184 -1.11047 0.74115
C 9.53618 -0.28262 -0.45861
C 9.26174 -2.63565 0.53240
H 11.55306 0.38595 1.23449
H 11.94767 0.76980 2.86056
H 11.50833 2.09284 1.80353
H 9.91705 2.78623 3.45818
H 9.98813 1.35213 4.51340
H 8.41730 1.83944 3.91725
H 5.83883 0.31106 1.81919
H 6.61689 1.55749 2.87449
H 7.16613 1.00180 1.15069
H 5.87407 -0.72809 3.95797
H 7.10860 -2.00440 3.92080
H 7.24302 -0.54415 4.83018
H 10.45826 0.29856 -0.46873
H 9.51214 -0.97602 -1.29928
H 8.80170 0.52275 -0.45737
H 10.04636 -2.86410 -0.18890
H 8.36194 -3.06895 0.09571
H 9.54087 -3.15361 1.44996
O -0.29551 8.35352 -6.15679
P -0.21467 7.57702 -7.36989
N 0.26733 8.72689 -8.54991
C 1.37961 8.65653 -9.42332
C -0.48740 10.01579 -8.70708
N -1.79639 7.06443 -8.07143
C -3.00982 6.94347 -7.24653
C -1.91764 6.58816 -9.49977
N 0.86429 6.23348 -7.36569
C 2.29960 6.42577 -6.99567
C 0.32149 4.98928 -6.85612
H 1.13731 8.01244 -10.26863
H 2.22009 8.15663 -8.94186
H 1.68751 9.65510 -9.73337
H 0.13486 10.83825 -9.05987
H -0.84052 10.33811 -7.72753
H -1.39468 9.82799 -9.28125
H -3.71745 7.74608 -7.45435
H -3.43764 5.97129 -7.49129
H -2.84916 6.78737 -6.17980
H -1.88330 7.41667 -10.20721
H -0.99766 6.04663 -9.71997
H -2.88450 6.08555 -9.52528
H 2.42917 7.50108 -7.11825
H 2.48901 6.17935 -5.95091
H 3.03784 5.90498 -7.60548
H 0.37484 4.94248 -5.76844
H 0.61583 4.16072 -7.50029
H -0.76381 5.03206 -6.94774
C -3.08211 1.53721 1.08467
S -2.23345 -0.09295 0.99615
O -0.82991 0.19512 1.38019
C -2.89609 -0.45993 2.65933
H -2.73939 2.18674 1.89013
H -4.16193 1.42249 1.17909
H -2.79839 1.84566 0.07845
H -2.54411 0.28493 3.37306
H -2.26800 -1.31694 2.90249
H -3.95396 -0.72261 2.66093
C 1.52260 5.50461 1.89867
S 0.89549 7.15593 2.41853
O -0.61599 7.08632 2.45219
C 1.32779 7.00044 4.19264
H 1.14108 5.18382 0.92932
H 1.23395 4.72394 2.60247
H 2.60528 5.53547 1.77641
H 2.28510 7.49341 4.36189
H 1.12684 6.11521 4.79603
H 0.70911 7.70782 4.74487
*
```

Calculated values
DFT total energy   -119387.5913 eV
Kohn-Sham gap   0.317 Eh
HOMO energy   -8.100 eV
ΔE to the lowest compared entry with this formula, charge and spin   155.4 kcal per mole

Atom charges from the Löwdin analysis, given in e for atoms 1 to 8: atom 1 (O): -0.28, atom 2 (P): 0.58, atom 3 (N): -0.28, atom 4 (C): -0.16, atom 5 (C): -0.10, atom 6 (N): -0.28, atom 7 (C): -0.09, atom 8 (C): -0.16